# 1
Molecular formula: C7H12N3Sr
Method: DFT, wB97M-V/def2-TZVPD

## Properties
HOMO level (alpha / beta)	-0.94 / -0.92	eV
gap between HOMO and LUMO (alpha / beta)	3.747 / 3.559	eV
LUMO level (alpha / beta)	2.80 / 2.64	eV
charge	-1
ΔE to the lowest compared entry with this formula, charge and spin	74.8	kcal/mol

XYZ file:
```
23
C7H12N3Sr wB97M-V/def2-TZVPD
Sr -0.94 -1.39 -1.35
N -3.36 3.53 -2.34
N -0.13 0.67 -0.40
N 1.11 -2.45 -2.28
C -1.29 2.67 -0.98
C 0.15 -2.59 2.95
C -0.38 3.42 -0.27
C -1.15 1.29 -1.02
C 0.66 2.78 0.41
C 0.76 1.39 0.34
C -2.42 3.19 -1.72
H 1.39 3.34 0.98
H 0.76 -3.66 2.77
H 0.94 -2.97 -3.15
H 1.63 -3.15 -1.73
H -0.49 4.51 -0.24
H 1.50 -3.42 2.30
H -1.92 0.70 -1.55
H 1.53 0.81 0.86
H 1.80 -1.76 -2.58
H -0.66 -2.60 2.21
H -0.26 -2.63 3.98
H 0.77 -1.67 2.83
```

# 2
Molecular formula: C27H25BrIrN5O4S
Method: DFT, wB97M-V/def2-TZVPD

## Properties
HOMO level (alpha / beta)	-10.15 / -10.13	eV
2S+1	2
gap between HOMO and LUMO (alpha / beta)	7.283 / 6.662	eV
LUMO level (alpha / beta)	-2.86 / -3.47	eV
charge	+1
ΔE to the lowest compared entry with this formula, charge and spin	5.3	kcal/mol

XYZ file:
```
64
C27H25BrIrN5O4S wB97M-V/def2-TZVPD
Ir -0.28 0.21 -1.62
Br -2.87 4.07 4.07
S 0.03 2.44 -1.24
O 1.33 -0.01 -0.40
O -3.01 0.84 -0.08
O -0.17 -1.95 -1.63
O -1.04 -0.66 0.82
N 2.08 1.10 -0.22
N -1.00 0.44 -3.57
N 1.11 0.23 4.20
N -1.17 -2.68 -3.49
N 0.26 -1.57 3.17
C -2.42 -0.19 -5.39
C -4.00 1.70 -0.63
C -1.87 -0.42 -4.14
C -2.07 0.94 -6.10
C -2.30 2.55 3.09
C -1.31 1.75 3.60
C 1.60 2.32 -0.55
C -2.23 -1.69 -3.40
C 4.10 1.97 0.62
C 1.34 -2.03 3.90
C 0.17 -0.21 3.43
C 3.65 3.26 0.31
C 1.87 -0.89 4.52
C -0.66 1.53 -4.28
C 3.29 0.91 0.34
C 3.00 -1.00 5.33
C -0.20 -2.75 -2.57
C -0.90 0.63 2.87
C 0.82 -3.83 -2.69
C 1.89 -3.29 4.07
C 2.42 3.43 -0.27
C 3.56 -2.25 5.50
C -1.47 0.37 1.63
C -2.49 1.19 1.13
C -1.16 1.81 -5.53
C -2.91 2.28 1.87
C 3.01 -3.38 4.88
H -3.60 2.71 -0.77
H -0.47 -2.13 2.78
H -4.88 1.75 0.01
H -3.70 2.93 1.52
H 3.47 -4.35 5.04
H 3.42 -0.12 5.81
H 4.27 4.12 0.52
H 2.04 4.41 -0.53
H -4.27 1.27 -1.59
H -2.41 -1.49 -2.34
H 3.53 -0.12 0.55
H -1.12 -3.28 -4.30
H -0.83 1.96 4.55
H 1.15 -4.12 -1.69
H -2.50 1.13 -7.08
H -0.13 -0.89 1.06
H -3.14 -2.11 -3.82
H 1.47 -4.17 3.59
H -3.13 -0.91 -5.79
H 0.45 -4.70 -3.23
H 0.05 2.20 -3.81
H 5.07 1.80 1.07
H -0.84 2.71 -6.04
H 4.43 -2.37 6.12
H 1.68 -3.42 -3.22
```

# 3
Molecular formula: C42H81N3O12
Method: DFT, wB97M-V/def2-TZVPD

## Properties
HOMO level	-7.57	eV
gap between HOMO and LUMO	7.632	eV
LUMO level	0.06	eV
structure (SMILES)	CCN(CC)CC.CCN(CC)CC.CCN(CC)CC.O=C1CCCO1.O=C1CCCO1.O=C1CCCO1.O=C1CCCO1.O=C1CCCO1.O=C1CCCO1

XYZ file:
```
138
C42H81N3O12 wB97M-V/def2-TZVPD
O 4.93 4.46 -4.36
O -5.09 -0.88 0.92
O -0.63 -2.10 -2.48
O 3.37 -2.21 0.36
O -5.38 0.52 -0.84
O 4.38 -4.11 1.15
O 3.26 3.53 -3.05
O 3.26 4.45 3.50
O -2.54 -1.33 -2.64
O 3.01 3.09 1.81
O 1.17 -1.88 -3.76
O 2.43 -3.85 -3.72
N -0.15 0.93 -1.08
N -4.25 0.86 3.18
N 0.71 -1.09 3.20
C 3.79 4.49 -3.85
C 1.08 2.09 0.60
C 0.69 2.15 -0.84
C 1.74 -0.48 -1.83
C 4.80 4.46 1.57
C 1.81 -1.23 4.13
C -4.30 1.80 2.01
C 0.50 -1.11 -4.69
C 1.90 3.79 -2.69
C 2.87 5.64 -3.91
C 1.58 5.17 -3.17
C 5.63 -2.47 -0.22
C 0.63 -1.87 -5.97
C 1.90 -2.92 -4.31
C 0.28 0.28 2.96
C -4.53 -2.92 0.01
C -0.86 0.61 3.97
C 5.22 -1.08 -0.52
C -1.89 -2.27 -2.32
C 1.79 -2.85 -5.83
C -2.27 -3.67 -1.81
C -3.99 -0.51 2.70
C 4.44 -3.05 0.52
C -5.80 2.37 4.60
C 3.76 2.71 0.61
C -4.99 -0.62 -0.41
C 1.03 -1.63 1.85
C -3.25 -1.34 3.70
C 3.66 4.02 2.43
C -0.33 -2.27 1.30
C -5.52 0.94 3.95
C 4.33 3.93 0.26
C 0.09 -3.34 -2.23
C 0.34 -0.01 -2.05
C -1.63 1.12 -1.05
C 3.67 -1.07 -0.51
C -4.72 -2.14 1.35
C -0.96 -4.49 -2.17
C 2.32 -2.70 4.39
C -4.41 -1.88 -1.13
C -2.23 0.09 -0.09
C -2.94 2.22 1.47
H -5.53 0.18 4.73
H 2.38 0.40 -1.91
H -1.60 -0.18 3.85
H 6.53 -2.75 0.33
H 0.22 1.97 1.26
H -0.68 -3.12 1.88
H -6.40 0.68 3.36
H -2.36 2.64 2.29
H -2.31 -0.90 -0.53
H 3.16 -0.97 -1.47
H -3.70 -1.40 4.69
H 2.17 -1.14 -2.58
H -3.12 -2.36 3.34
H -3.38 -1.62 -1.38
H -3.86 -2.12 2.02
H -3.28 0.40 -0.10
H 2.57 -0.51 3.82
H -5.58 -2.57 1.87
H -4.93 2.70 5.16
H 1.50 -0.90 5.12
H -0.59 -5.27 -1.51
H 2.65 5.65 -4.98
H 0.47 -3.36 -1.21
H -4.95 2.64 2.28
H 0.26 0.43 -3.05
H -2.22 -1.00 3.72
H 0.17 3.09 -1.06
H 1.31 5.71 -2.26
H 1.86 -2.34 1.74
H 5.19 5.47 1.54
H 3.44 -0.23 0.15
H 4.59 2.06 0.90
H -2.29 1.48 1.02
H 2.79 -3.24 3.58
H 0.91 -0.10 -4.67
H 1.49 2.17 -1.58
H 5.14 3.84 -0.47
H -1.01 -4.97 -3.16
H -5.49 -3.44 -0.03
H -0.42 0.47 4.95
H 1.66 3.69 -1.64
H 5.74 -0.70 -1.39
H 3.02 -2.72 5.23
H 3.22 6.55 -3.43
H -0.12 -2.74 0.34
H 1.68 -3.85 -6.25
H -1.12 -1.54 1.11
H 0.69 5.16 -3.79
H 1.16 0.88 3.18
H -0.19 -0.96 -1.98
H -0.22 -2.54 -6.15
H 3.65 4.60 -0.26
H 1.17 -0.83 1.12
H -5.99 3.15 3.85
H 0.86 -3.34 -3.00
H -1.85 2.13 -0.71
H -2.08 1.05 -2.04
H -4.95 -0.94 2.42
H -1.97 0.08 0.96
H 5.58 -3.13 -1.09
H -4.90 1.37 1.21
H 5.33 -0.50 0.40
H -6.65 2.36 5.28
H -4.90 -2.21 -2.04
H 1.29 3.11 -3.28
H 0.68 -1.34 -6.93
H 1.75 1.26 0.83
H 1.92 -1.08 -0.93
H -3.87 -3.78 -0.05
H 2.81 -2.57 -6.09
H -0.52 -1.11 -4.31
H -3.21 -3.94 -2.28
H 3.17 2.08 -0.06
H -3.47 -0.61 1.74
H -2.40 -3.83 -0.74
H 1.37 -3.18 4.64
H -0.12 0.46 1.97
H -1.23 1.63 3.87
H 5.63 3.85 1.91
H -2.95 3.11 0.84
H 1.47 3.05 0.92
```